1.
Computed, not measured: C15H40CoIOP2Si2 as an isolated structure at a distorted geometry, with ωB97M-V/def2-TZVPD.

Geometry as XYZ:
```
62
Properties=species:S:1:pos:R:3:forces:R:3
C -0.017754 0.754396 -3.493202 -0.41 0.22 -0.57
I 2.134127 0.960608 0.345109 0.22 -0.09 0.09
H 0.970061 0.799934 -3.984833 -0.39 -0.04 0.05
H -0.623646 1.634822 -3.759948 0.27 -0.50 0.02
H -0.555303 -0.152705 -3.808814 0.22 0.55 0.15
Co 0.468838 0.830098 -1.589264 2.70 -0.04 -0.26
P 0.860628 2.991829 -1.843992 -0.30 2.31 -0.61
C -0.560795 3.920622 -1.183490 0.00 -0.15 0.02
C 2.272991 3.846215 -1.040958 0.03 -0.44 -0.10
H 2.330791 4.863085 -1.434915 0.00 -0.07 0.14
H 1.179099 4.785755 -3.425410 -0.06 -0.25 -0.05
H 3.200899 3.316746 -1.274694 -0.02 0.18 0.01
H 1.830607 3.236080 -4.054596 -0.17 0.20 -0.03
H -0.661293 3.758505 -0.107596 0.08 0.13 -0.30
H 2.145157 3.871800 0.045362 0.00 0.09 -0.10
C 0.995149 3.710191 -3.526755 0.00 -0.51 0.09
H -0.398277 4.983887 -1.383135 -0.10 -0.10 0.06
H 0.067025 3.539232 -4.081213 0.28 0.15 0.02
H -1.477811 3.583897 -1.677056 0.08 0.11 0.05
P 0.505864 -1.497354 -1.655332 0.99 -2.21 -1.41
C -0.718819 -2.781658 -1.246131 -0.38 0.18 0.19
C 0.862615 -2.144506 -3.371001 -0.08 0.33 -0.33
H 2.912866 -1.543368 -1.310996 -0.11 -0.08 -0.08
H 2.222446 -3.180494 -1.267102 -0.25 0.18 0.04
H 2.079570 -2.101996 0.140914 0.02 -0.01 0.00
C 2.074229 -2.143505 -0.948745 0.06 0.62 0.54
H 1.692705 -1.604073 -3.839702 -0.19 -0.03 0.14
H 1.141653 -3.203051 -3.286775 -0.11 0.28 0.13
H -0.349134 -3.760781 -1.562603 0.04 0.19 -0.04
H -1.632516 -2.545429 -1.795482 -0.04 -0.11 0.01
H -0.012889 -2.073831 -4.022550 0.16 -0.06 0.11
H -0.957867 -2.819226 -0.182017 0.04 0.14 -0.08
C -1.498826 0.618326 -1.265942 -3.84 -0.15 0.43
O -2.595240 0.997862 -1.590912 3.16 -0.41 0.31
C -0.650843 0.690412 3.687778 0.55 -0.31 -0.34
Si -1.630909 0.734147 2.093989 -1.12 0.38 1.83
C -3.195222 -0.260168 1.958258 0.39 -0.26 -0.57
C -1.935993 2.514571 1.701160 0.35 0.01 -0.80
C -0.654961 -0.126490 -0.497388 -1.76 0.03 1.07
Si 0.405926 -2.553095 2.360213 0.04 -0.16 0.71
C -1.168662 -2.755323 3.382081 -0.12 0.07 -0.16
C 0.868993 -4.215724 1.611318 -0.06 0.17 -0.35
C 1.874396 -1.777087 3.262198 -0.06 0.15 -0.22
H -1.273683 1.188639 4.448130 0.01 -0.02 -0.25
H 0.268434 1.281163 3.556533 -0.26 -0.08 0.15
H -0.373197 -0.299390 4.067478 -0.15 0.46 -0.13
H -3.841863 0.056511 2.789371 0.12 -0.05 -0.10
H -3.688333 -0.006074 1.008047 0.01 -0.10 0.29
H -3.040828 -1.346167 2.006672 -0.14 0.38 0.04
H -2.415016 2.644221 0.722302 0.03 0.08 0.27
H -1.006758 3.095729 1.734751 -0.26 -0.05 0.12
H -2.618122 2.911450 2.468944 0.13 -0.24 -0.06
H -0.741797 -0.167761 0.626630 0.30 -0.46 -0.43
H -1.954063 -3.176379 2.734770 0.20 0.00 0.26
H -0.987795 -3.472379 4.196580 -0.02 0.12 -0.16
H -1.560031 -1.826536 3.820192 0.13 -0.48 -0.10
H 1.768687 -4.156741 0.979958 -0.28 -0.12 0.29
H 1.058996 -4.938145 2.419351 -0.04 0.19 -0.15
H 0.039987 -4.598955 0.998635 0.26 -0.04 0.20
H 2.761210 -1.769566 2.610687 -0.17 -0.05 0.20
H 1.686071 -0.743871 3.584151 0.12 -0.35 -0.05
H 2.118240 -2.378921 4.150963 -0.05 0.11 -0.18
```
Forces are in eV/Å.

Computed properties:
charge: +2
highest occupied orbital energy (spin up / spin down): -0.46745 / -0.56892 Ha
multiplicity: 5
calculated total energy: -3612.14304 Eh
Kohn-Sham gap (spin up / spin down): 5.18 / 5.86 eV

2.
Computed, not measured: C12H33N2O10P3Ru as an isolated structure at a distorted geometry, with ωB97M-V/def2-TZVPD.

Geometry as XYZ:
```
61
Properties=species:S:1:pos:R:3:forces:R:3
Ru -1.188131 -0.194177 0.528457 -0.45 -1.67 -2.24
C -0.719854 -2.060890 -2.092125 0.32 -0.32 0.04
N -1.571524 -0.915023 -1.783469 0.25 1.29 1.73
C -1.230955 0.267993 -2.567586 0.03 0.58 -0.61
C -2.991926 -1.225680 -1.937726 -0.56 -0.26 0.40
C -3.440778 -2.194225 -0.848187 0.21 0.21 -0.67
N -3.145084 -1.630166 0.470730 1.18 0.95 0.43
C -4.238655 -0.780117 0.934856 -0.57 0.24 0.22
C -2.815474 -2.656381 1.454574 -0.10 -0.41 0.49
H -1.003301 -2.518832 -3.046926 -0.07 0.08 0.04
H -0.792679 -2.815288 -1.307721 -0.06 -0.02 -0.05
H 0.315857 -1.738050 -2.149527 -0.11 -0.03 -0.03
H -1.528960 0.131963 -3.615568 0.05 0.02 0.06
H -0.158836 0.445314 -2.520319 -0.16 -0.02 -0.08
H -1.744380 1.142173 -2.152767 0.06 -0.18 -0.12
H -3.183019 -1.666077 -2.927072 0.10 0.11 0.08
H -3.556337 -0.291622 -1.870494 0.09 -0.07 0.00
H -2.915141 -3.144024 -0.964148 -0.08 0.05 0.10
H -4.515192 -2.387397 -0.959873 0.13 -0.05 0.13
H -5.174494 -1.354306 0.967447 0.09 0.04 0.01
H -4.369806 0.076416 0.272370 0.03 -0.07 0.02
H -4.013490 -0.413883 1.934869 -0.03 -0.03 -0.14
H -3.650547 -3.357637 1.585231 0.11 -0.01 -0.08
H -2.611716 -2.178170 2.414774 -0.03 -0.10 -0.19
H -1.923232 -3.205268 1.137391 -0.14 -0.01 0.00
O 0.032931 0.409419 4.471786 0.33 -0.40 -0.25
P -0.504314 0.280751 3.004569 0.27 0.55 1.31
O -1.963134 -0.093077 2.911689 0.19 0.20 -0.46
O 0.388402 -0.668045 2.243592 -0.38 -0.03 -0.17
O -0.330168 1.755306 2.367633 -0.39 -0.41 0.11
P -1.611125 2.600688 1.710117 0.11 1.01 0.42
O -2.709326 2.489985 2.838656 -0.05 0.29 0.11
O -1.188827 3.962706 1.420356 -0.15 -0.04 0.19
O -2.080442 1.756736 0.511310 0.65 -2.59 -0.85
H -0.508324 0.916702 5.076519 -0.24 0.28 0.28
H -2.878607 1.559259 3.055870 -0.11 -0.10 -0.01
C 4.797289 -0.209389 1.230009 -0.47 0.00 -0.08
C 3.324284 -0.550986 1.397232 0.57 -0.44 0.46
O 2.535051 0.475567 0.777689 -0.96 -0.30 -0.18
P 1.222236 0.235368 -0.078756 0.17 2.20 -1.84
O 1.770641 -0.287719 -1.523764 -1.02 -0.45 1.54
C 2.922324 0.240892 -2.207323 0.67 0.12 -0.26
C 3.732022 -0.904315 -2.792091 -0.31 0.14 0.16
O 0.799431 1.751494 -0.353109 0.16 -0.96 0.05
C 1.377095 2.922534 0.263282 0.51 1.01 0.08
C 2.608179 3.392826 -0.483520 -0.24 -0.26 0.11
H 5.396052 -0.932699 1.776827 0.06 -0.05 0.05
H 4.998366 0.784149 1.623626 0.04 0.05 0.06
H 5.094368 -0.235720 0.183791 0.03 -0.02 -0.08
H 3.048228 -0.575350 2.453978 -0.03 -0.06 -0.18
H 3.086184 -1.517407 0.946022 0.03 0.00 0.06
H 3.524250 0.824857 -1.508166 -0.09 -0.02 -0.08
H 2.564646 0.901279 -3.004976 -0.04 -0.04 0.23
H 4.024221 -1.611072 -2.017577 0.06 0.00 0.07
H 4.629886 -0.506977 -3.259952 0.05 0.01 -0.05
H 3.155786 -1.441014 -3.543841 0.00 -0.01 -0.04
H 1.605625 2.712737 1.308247 -0.09 -0.01 -0.14
H 0.585161 3.672289 0.228387 0.17 -0.20 0.03
H 3.442651 2.710325 -0.337211 0.10 0.00 -0.03
H 2.895104 4.370789 -0.104000 0.03 0.08 -0.03
H 2.381508 3.470465 -1.544092 0.09 0.12 -0.13
```
Forces are in eV/Å.

Computed properties:
charge: +1
highest occupied orbital energy (spin up / spin down): -0.45910 / -0.47227 Ha
multiplicity: 2
calculated total energy: -2457.90798 Eh
Kohn-Sham gap (spin up / spin down): 7.11 / 7.75 eV

3.
Computed, not measured: the molecule C3H2ClN5 at a distorted geometry, with ωB97M-V/def2-TZVPD.

Geometry as XYZ:
```
11
Properties=species:S:1:pos:R:3:forces:R:3
N 2.678961 0.124753 -1.598699 -0.48 0.05 0.64
C 1.787375 0.295388 -0.879431 1.24 -0.04 -1.08
N 0.710893 0.491012 -0.142478 -2.13 -2.49 0.74
C 0.518740 1.498843 0.687918 0.28 0.24 -1.02
N 0.130431 2.386105 1.298540 -0.13 0.73 1.03
C -0.541434 -0.730104 0.013651 2.51 3.62 -0.91
N -1.100424 -0.510325 1.212310 -2.04 -2.09 -0.37
N -0.880604 -1.401293 -0.951317 -0.38 -1.48 -0.74
Cl -0.171394 -1.637100 -2.489546 -0.21 0.50 1.20
H -2.064814 -0.886831 1.172139 0.87 0.22 0.46
H -1.067731 0.369552 1.676913 0.47 0.73 0.05
```
Forces are in eV/Å.

Computed properties:
charge: 0
structure (SMILES): N#CN(C#N)/C(N)=N\Cl
energy above the lowest of the compared OMol25 structures with the same formula, charge and spin: 0.000 eV
highest occupied orbital energy: -0.38158 Ha
calculated total energy: -849.36770 Eh
Kohn-Sham gap: 9.90 eV